Entry 1:
# C37H49BrMnNO2P

A structure of composition C37H49BrMnNO2P (ωB97M-V/def2-TZVPD, the Open Molecules 2025 dataset).

Output
- E_HOMO (spin up / spin down): -8.652 / -8.699 eV
- F_max: 0.015 hartree/bohr
- 2S+1: 6

Last column: Mulliken spin population.
CARTESIAN COORDINATES (ANGSTROEM)
Mn  -0.1373  -0.3900  1.1262  4.554
C  4.7392  -2.9108  1.0829  0.002
C  4.2089  -2.2426  2.3490  0.002
C  5.3515  -1.9423  3.3269  0.001
C  3.4280  -0.9753  2.0768  0.041
C  2.5150  -0.5178  3.0146  -0.081
C  1.8128  0.6718  2.8469  0.061
C  1.0483  1.2288  4.0339  0.059
C  0.1960  0.1939  4.7751  0.018
C  2.0299  1.8726  5.0210  0.003
C  1.9633  1.4016  1.6482  0.054
C  2.9387  0.9787  0.7132  0.048
C  3.6412  -0.1944  0.9511  -0.036
C  3.3402  1.7958  -0.5077  0.001
C  4.6496  2.5422  -0.2245  0.001
C  3.5162  0.9458  -1.7742  0.000
C  1.3996  2.7929  1.4904  -0.106
C  2.2136  3.8188  1.9757  0.004
C  1.9326  5.1499  1.7215  0.001
C  0.8393  5.4783  0.9336  0.002
C  -0.0008  4.4768  0.4787  -0.006
C  0.2293  3.1313  0.7770  -0.082
P  -1.0199  1.8321  0.4118  0.131
C  -2.5803  2.4011  1.3079  -0.026
C  -2.3222  2.2013  2.8021  0.037
C  -3.0052  3.8586  1.1152  0.001
C  -3.7272  1.4752  0.8777  0.019
C  -1.3380  1.7728  -1.4350  -0.062
C  -2.0501  0.4433  -1.7492  0.036
C  -2.1383  2.9282  -2.0298  -0.004
C  0.0509  1.7290  -2.0693  0.011
H  5.1465  -3.8938  1.3242  0.000
H  5.5459  -2.3251  0.6352  0.000
H  3.9481  -3.0376  0.3421  -0.001
H  3.5227  -2.9420  2.8361  0.000
H  6.0620  -1.2477  2.8712  0.000
H  5.8870  -2.8576  3.5863  0.000
H  4.9808  -1.4886  4.2478  0.000
H  2.3723  -1.0880  3.9277  -0.001
H  0.4053  2.0203  3.6659  0.006
H  0.8147  -0.4062  5.4468  0.003
H  -0.3240  -0.4995  4.1157  -0.006
H  -0.5564  0.6933  5.3857  0.003
H  2.7845  1.1469  5.3326  0.000
H  1.4999  2.2144  5.9125  0.000
H  2.5408  2.7289  4.5787  -0.002
H  4.3622  -0.5172  0.2108  0.002
H  2.5727  2.5487  -0.6863  -0.001
H  5.4432  1.8365  0.0327  0.000
H  4.5427  3.2489  0.6006  0.000
H  4.9658  3.0971  -1.1108  0.000
H  4.4843  0.4391  -1.7670  0.000
H  3.4918  1.5871  -2.6580  0.000
H  2.7539  0.1792  -1.8731  0.002
H  3.1023  3.5500  2.5345  0.001
H  2.5793  5.9257  2.1120  0.000
H  0.6320  6.5108  0.6831  0.000
H  -0.8531  4.7525  -0.1252  0.000
H  -1.4962  2.8250  3.1433  -0.001
H  -2.1099  1.1565  3.0370  0.012
H  -3.2130  2.5040  3.3604  0.001
H  -2.3224  4.5528  1.6052  0.001
H  -3.9861  3.9761  1.5855  0.000
H  -3.1086  4.1449  0.0700  0.000
H  -3.4325  0.4299  0.7849  0.003
H  -4.1628  1.7931  -0.0709  0.000
H  -4.5188  1.5190  1.6304  0.001
H  -3.1100  0.4710  -1.5084  0.004
H  -1.6125  -0.4053  -1.2206  0.009
H  -1.9516  0.2369  -2.8179  0.003
H  -3.1570  2.9637  -1.6477  0.000
H  -2.2000  2.7795  -3.1117  0.001
H  -1.6606  3.8932  -1.8632  0.000
H  0.6577  0.9387  -1.6286  0.026
H  0.5766  2.6788  -1.9571  0.001
H  -0.0463  1.5123  -3.1360  0.001
N  1.7146  -2.1677  -0.8058  0.074
C  1.0064  -1.5526  -0.1295  0.018
Br  -4.2560  -3.7554  7.8203  0.000
C  -3.8062  -3.1403  6.0820  0.001
C  -3.7130  -4.0533  5.0442  0.000
C  -3.3940  -3.5992  3.7731  0.002
C  -3.1496  -2.2503  3.5460  0.007
C  -3.2464  -1.3545  4.6010  -0.001
C  -3.5837  -1.7914  5.8750  -0.001
C  -2.8364  -1.7731  2.1500  0.027
O  -3.6813  -1.8606  1.2793  0.019
O  -1.6374  -1.3067  1.9833  0.101
H  -3.8947  -5.1031  5.2282  0.000
H  -3.3371  -4.2980  2.9480  0.000
H  -3.0723  -0.2991  4.4341  0.003
H  -3.6703  -1.0908  6.6942  0.000

Cartesian forces (eV/Å) of the 3 atoms listed first:
-0.18 -0.29 0.33
-0.07 -0.03 0.01
0.06 -0.02 -0.06



Entry 2:
# CHF3O2STb

A structure of composition CHF3O2STb at a distorted geometry (ωB97M-V/def2-TZVPD, the Open Molecules 2025 dataset).

Output
- E_HOMO (spin up / spin down): -14.304 / -13.220 eV
- F_max: 0.159 hartree/bohr
- ΔE to the lowest compared entry with this formula, charge and spin: 0.0 kcal per mole
- Net charge: +1
- 2S+1: 7

Last column: Mulliken spin population.
CARTESIAN COORDINATES (ANGSTROEM)
S  0.5335  1.0789  -0.9692  0.682
O  1.2777  1.7740  0.2807  0.094
O  1.6637  -0.0677  -1.2261  0.059
Tb  3.2136  0.8592  -0.0400  5.073
C  -1.0643  -0.4709  0.2087  -0.070
F  -2.0055  -0.3483  -0.7415  0.007
F  -1.3508  0.3357  1.2365  0.003
H  -0.2348  -1.1900  0.2346  0.015
F  -2.0331  -1.9710  1.0164  0.136

Cartesian forces (eV/Å) of the 3 atoms listed first:
4.04 -0.69 1.70
-2.55 -0.13 -1.95
-3.03 1.41 -0.76